20
Properties=species:S:1:pos:R:3:forces:R:3 method="wB97M-V/def2-TZVPD" de_lowest_kcal_mol=70.15 lumo_ev=-6.09 homo_lumo_gap_ev=7.578 energy_ev=-16784.6787 total_charge=+1
C -0.7071 0.5700 0.0913 0.76 -7.66 0.76
C 0.1075 1.5907 0.5317 1.53 4.00 1.28
C 1.4519 1.7460 -0.3664 -0.11 0.93 0.55
C -2.1044 0.3739 -0.2384 0.85 3.32 -2.45
C -0.6551 -2.2142 -0.0755 -0.98 -1.42 -0.11
N 0.1666 -1.0673 0.2092 -4.08 4.79 -1.37
O 2.2305 0.5747 -0.3886 -0.17 2.99 -0.40
Si 1.8750 -0.8875 0.0759 0.21 -1.61 2.71
H -0.4254 2.6356 0.6483 0.83 -1.98 -0.69
H 0.4916 1.4391 1.5894 -0.41 -0.42 -1.07
H 1.1875 2.0123 -1.3955 -0.12 -0.12 0.23
H 1.9665 2.6557 0.0834 -0.23 -1.46 -0.46
H -2.8459 0.4499 0.4986 -0.68 0.49 1.83
H -2.2812 -0.5901 -0.6425 -0.25 -0.37 -0.99
H -2.3843 1.3019 -0.9652 0.58 -2.21 1.28
H -1.5636 -1.8456 -0.6410 1.09 -1.26 0.51
H -1.0319 -2.7707 0.8641 0.57 1.18 -1.20
H -0.1490 -3.0245 -0.7005 -0.41 1.33 0.61
H 2.0070 -1.1910 1.5388 0.84 0.28 -0.27
H 2.6639 -1.7586 -0.7169 0.19 -0.81 -0.76

46
Properties=species:S:1:pos:R:3:forces:R:3 method="wB97M-V/def2-TZVPD" lumo_ev=5.20 homo_lumo_gap_ev=1.332 energy_ev=-91239.4386 total_charge=-3
Sr -11.0509 -0.2181 26.8316 -1.28 0.92 0.07
S -13.1144 -1.8447 25.3259 -6.84 2.67 -3.05
O -13.3526 -3.0884 24.5990 1.63 -1.68 -0.41
O -12.0529 -0.9726 24.8239 2.66 0.95 -3.20
O -14.4044 -1.0911 25.2472 1.45 -1.02 -0.21
O -12.7094 -1.9662 26.6777 1.40 -3.03 5.49
S -14.4184 1.2649 27.3778 -5.15 -1.23 -3.78
O -14.9099 1.6164 26.0297 2.21 3.30 -3.38
O -13.1295 0.6361 27.3459 1.78 -0.17 0.83
O -14.5171 2.3972 28.2270 0.70 2.33 2.72
O -15.5688 0.3472 27.4792 -0.50 -2.52 4.15
O -8.9001 3.0688 29.2828 3.24 0.77 0.25
C -10.1137 2.6372 29.0208 -5.58 -1.99 -0.32
O -11.0790 3.3174 29.4441 1.13 0.99 0.18
O -10.2790 1.5375 28.4412 2.05 0.03 0.05
H -9.0922 3.8872 29.7463 0.05 0.30 0.17
C -11.7034 4.1433 25.6032 0.45 1.19 1.00
S -10.8238 2.9112 24.6664 -1.59 -0.81 -0.87
O -10.4077 1.8580 25.6327 0.71 0.43 -0.28
C -12.3361 2.1790 23.9260 0.52 0.45 0.04
H -10.8946 4.8239 25.8691 -0.15 0.49 0.10
H -12.1237 3.8263 26.5576 0.08 -0.95 -0.01
H -12.5219 4.6834 25.1273 0.25 -0.19 -0.64
H -12.1076 1.1695 23.5842 -0.09 -0.16 0.55
H -12.7695 2.7296 23.0910 0.27 0.45 -0.02
H -13.0103 2.2593 24.7787 -0.64 -0.94 -0.01
C -6.1759 0.2391 25.3542 -0.98 0.00 0.35
S -7.7414 0.5246 26.3032 -1.55 -1.53 0.11
O -8.7430 -0.6423 26.0967 3.01 1.48 -0.22
C -7.1262 0.3798 28.0178 0.08 1.04 -0.62
H -5.5009 0.9051 25.8917 0.38 -0.17 -0.30
H -6.3876 0.5932 24.3453 0.04 0.22 0.10
H -5.8457 -0.7950 25.2556 0.02 -0.02 0.55
H -6.3966 -0.4186 28.1530 -0.39 -0.12 0.21
H -7.9986 0.4830 28.6631 -0.43 -1.02 -0.14
H -6.7138 1.3618 28.2496 0.71 0.10 -0.33
C -8.8786 -3.8319 27.5952 -1.49 -0.38 0.23
S -9.6239 -2.9453 29.0532 -1.01 1.40 -2.44
O -10.0423 -1.6286 28.4093 1.31 -1.78 2.23
C -11.2030 -3.8779 29.1250 1.46 -0.69 -0.39
H -8.0594 -3.3152 27.0952 0.34 -0.06 0.85
H -9.6408 -3.8608 26.8165 -0.45 0.32 0.11
H -8.7834 -4.8760 27.8934 0.85 -0.01 -0.02
H -11.6660 -3.8241 28.1397 -0.49 0.83 0.13
H -11.7690 -3.5514 29.9975 -0.07 0.11 -0.41
H -10.8837 -4.9167 29.2097 -0.09 -0.28 0.51

81
Properties=species:S:1:pos:R:3:forces:R:3 method="wB97M-V/def2-TZVPD" de_lowest_kcal_mol=0.00 lumo_ev=-0.34 homo_lumo_gap_ev=6.599 energy_ev=-196961.3305
Ir 0.9994 0.5922 -0.0950 0.08 -0.52 0.01
O 5.3383 2.5200 3.3102 0.00 0.01 0.03
C 5.6400 2.0066 2.0233 0.01 -0.03 -0.02
C 4.3433 1.5502 1.3346 0.12 -0.09 0.00
C 4.7678 1.2135 -0.1068 0.08 0.04 -0.02
O 4.0541 0.0938 -0.6180 -0.15 0.05 0.07
C 3.8359 0.3162 2.0856 -0.09 -0.01 0.00
Se 1.9018 -0.0801 2.0825 0.15 0.05 -0.01
C 3.3498 2.7134 1.4070 -0.04 0.08 0.09
Se 1.9844 2.7415 0.0201 -0.05 0.27 -0.08
H 6.1567 2.7890 3.7354 -0.01 0.00 0.01
H 6.3224 1.1500 2.0956 0.00 0.02 0.00
H 6.1206 2.7776 1.4055 -0.01 -0.01 -0.01
H 5.8398 0.9784 -0.1182 0.01 0.00 0.01
H 4.6062 2.0942 -0.7373 0.02 -0.01 -0.01
H 4.3101 -0.0292 -1.5373 -0.05 0.00 -0.01
H 4.0679 0.4449 3.1426 -0.04 -0.02 0.00
H 4.3470 -0.5736 1.7212 0.00 0.00 0.00
H 3.8801 3.6593 1.2808 -0.01 0.01 0.00
H 2.8705 2.7288 2.3844 -0.01 0.00 -0.02
C -0.0712 2.9080 -2.8076 0.00 0.06 0.02
C -0.0596 1.4427 -3.0941 0.10 0.00 0.06
C -0.4074 0.9172 -4.3192 -0.04 0.02 -0.10
C -0.3557 -0.4678 -4.5050 0.03 -0.03 0.02
C 0.0145 -1.3130 -3.4878 0.00 0.09 0.02
C 0.3335 -0.7374 -2.2403 0.10 0.18 0.25
N 0.3167 0.6247 -2.1010 -0.10 -0.24 -0.05
N 0.6523 -1.2824 -1.0503 -0.16 -0.11 -0.29
Si 1.0989 -2.9184 -0.6236 0.02 0.04 0.12
C 0.3437 -3.3982 1.0211 -0.01 0.06 -0.10
C 0.4749 -4.1659 -1.8944 0.11 0.07 0.05
C 2.9603 -3.0341 -0.5105 -0.07 -0.03 -0.10
H -0.5483 3.4553 -3.6184 -0.01 0.01 0.01
H 0.9482 3.2786 -2.6833 -0.01 -0.01 0.01
H -0.5980 3.1141 -1.8725 0.00 -0.01 -0.01
H -0.7164 1.5744 -5.1195 0.01 0.01 0.01
H -0.6210 -0.8842 -5.4694 -0.01 -0.01 0.00
H 0.0414 -2.3801 -3.6277 -0.01 -0.03 0.01
H -0.7478 -3.4535 0.9957 0.00 0.01 0.01
H 0.6414 -2.7060 1.8087 0.00 0.02 0.00
H 0.7134 -4.3901 1.2939 0.01 -0.03 0.00
H -0.5707 -4.0175 -2.1700 -0.03 0.03 0.04
H 0.5593 -5.1607 -1.4503 0.01 -0.03 0.00
H 1.0720 -4.1659 -2.8080 0.01 0.00 -0.02
H 3.3557 -2.3203 0.2125 -0.06 0.01 0.02
H 3.4034 -2.7973 -1.4821 0.03 -0.04 0.01
H 3.2764 -4.0405 -0.2262 0.02 -0.01 -0.01
F -3.3893 -3.2729 5.2885 0.01 0.01 -0.02
C -2.9398 -2.5135 4.2728 0.00 -0.01 0.01
C -1.7366 -1.8509 4.4193 -0.04 -0.02 -0.02
C -1.2791 -1.0735 3.3673 0.01 0.07 0.02
C -2.0193 -0.9690 2.1924 0.05 0.01 0.00
C -3.2298 -1.6463 2.0792 -0.05 0.00 -0.02
C -3.7017 -2.4264 3.1243 0.02 -0.02 0.03
Sb -1.3660 0.2616 0.6088 0.06 0.23 -0.12
C -2.3563 2.0924 0.9884 0.00 0.00 0.07
C -1.6284 3.2722 1.0842 0.03 0.00 -0.01
C -2.2690 4.4760 1.3429 -0.02 0.05 0.00
C -3.6387 4.4719 1.5039 -0.03 -0.01 0.00
F -4.2683 5.6358 1.7522 0.01 -0.02 0.00
C -4.3950 3.3165 1.4214 0.05 0.03 0.00
C -3.7387 2.1236 1.1648 -0.04 -0.11 -0.01
C -2.5357 -0.4776 -0.9891 0.01 -0.02 -0.01
C -3.0764 0.4079 -1.9143 -0.02 0.02 -0.02
C -3.7243 -0.0575 -3.0508 0.01 -0.04 0.02
C -3.8143 -1.4211 -3.2384 0.00 -0.02 0.01
F -4.4288 -1.8855 -4.3431 0.00 0.01 0.01
C -3.2930 -2.3323 -2.3388 -0.03 0.01 -0.05
C -2.6456 -1.8477 -1.2150 -0.01 -0.04 0.04
H -1.1745 -1.9490 5.3374 0.00 0.00 0.01
H -0.3379 -0.5483 3.4723 0.01 -0.01 0.01
H -3.8180 -1.5802 1.1716 0.00 0.02 0.03
H -4.6387 -2.9614 3.0570 -0.01 -0.01 0.01
H -0.5516 3.2585 0.9573 0.02 0.00 0.00
H -1.7206 5.4048 1.4211 0.01 0.00 0.00
H -5.4662 3.3648 1.5589 -0.01 -0.01 0.00
H -4.3198 1.2096 1.1038 0.00 0.01 -0.01
H -2.9905 1.4781 -1.7624 0.00 0.01 0.01
H -4.1438 0.6165 -3.7846 0.00 0.01 -0.01
H -3.3892 -3.3926 -2.5300 0.00 0.00 -0.01
H -2.2211 -2.5530 -0.5102 0.02 -0.01 -0.02

97
Properties=species:S:1:pos:R:3:forces:R:3 method="wB97M-V/def2-TZVPD" multiplicity=6 de_lowest_kcal_mol=23.09 lumo_ev="-2.95 / -5.35" homo_lumo_gap_ev="7.521 / 5.991" energy_ev=-65195.1633 total_charge=+1
O 2.1490 1.9995 1.2642 -1.22 0.55 -0.26
O 0.5902 3.0679 -4.3794 -0.27 -0.47 -0.20
C 1.0726 2.9560 1.4274 -0.46 -0.02 0.03
C 1.4358 4.0226 2.4533 -0.02 0.00 -0.01
H 0.1692 2.3978 1.7645 0.58 0.27 -0.21
H 0.8041 3.4626 0.4689 0.22 -0.66 0.75
H 1.5886 3.5882 3.4504 0.09 0.06 -0.32
H 0.5903 4.7266 2.5306 0.38 -0.07 -0.04
H 2.3529 4.5590 2.1459 -0.48 -0.17 0.18
C 2.8574 2.0869 0.0089 0.33 -0.71 -0.32
C 2.5717 3.2565 -0.9173 -0.10 0.29 -0.14
H 2.6175 1.1628 -0.5442 0.32 0.31 0.11
H 3.9147 2.0428 0.3123 -0.27 0.09 -0.39
H 1.6390 3.1709 -1.4944 0.14 -0.10 0.34
H 3.3546 3.3070 -1.6768 0.12 -0.08 0.16
H 2.5612 4.2143 -0.3942 0.12 0.02 -0.07
C 1.0346 1.7409 -4.6724 -0.08 -0.16 -0.01
C -0.8318 3.2056 -4.4860 -0.27 -0.09 0.34
C 2.5480 1.7069 -4.8084 0.01 0.36 -0.11
H 0.5540 1.4107 -5.6129 0.24 0.07 0.23
H 0.7291 1.0144 -3.8947 -0.15 0.33 -0.01
H 2.8396 2.4264 -5.5771 0.11 -0.12 0.03
H 2.9047 0.7130 -5.1007 -0.19 0.14 0.00
H 3.0672 1.9844 -3.8845 -0.24 -0.02 -0.05
C -1.2103 4.5687 -5.0406 0.43 -0.03 -0.33
H -1.3006 3.0829 -3.4956 0.22 -0.11 -0.03
H -1.2424 2.4025 -5.1231 0.16 0.25 0.07
H -0.7235 5.3759 -4.4916 -0.03 -0.10 0.13
H -2.2908 4.7451 -5.0278 0.16 -0.20 0.05
H -0.8556 4.6323 -6.0710 -0.11 0.10 -0.02
H -1.9830 -0.2395 -0.5558 1.12 -0.39 0.79
N -0.1666 -0.8825 2.7282 -1.77 -0.27 0.59
C -1.1104 -1.8165 2.8074 0.00 0.76 0.33
C -1.2514 -2.7701 1.8112 -0.52 -0.46 -0.03
C -0.3263 -3.0977 0.8362 0.93 0.01 -0.62
C -2.0591 -1.8456 3.9719 -0.61 -0.43 -0.11
H -2.6921 -0.9518 4.0061 0.30 -0.15 0.18
H -1.5450 -1.9829 4.9358 -0.03 0.25 -0.36
H -2.7331 -2.6997 3.8289 0.18 0.21 0.18
C -0.6660 -4.2352 -0.0953 -0.67 -0.36 0.20
H -0.0473 -5.1267 0.1192 -0.12 0.49 -0.26
H -0.6130 -3.9829 -1.1727 0.23 -0.06 0.72
H -1.7045 -4.5017 0.1422 0.26 -0.13 -0.31
N 0.8841 -2.5035 0.7487 -1.66 -1.97 -0.55
C -0.0840 0.1585 3.6895 -0.38 0.34 0.53
C -1.0644 1.1816 3.8030 0.46 -0.31 -0.20
C -2.2636 1.2475 2.8910 -0.34 0.18 -0.30
C -0.8376 2.1947 4.7332 0.47 -0.30 -0.06
H -1.5518 3.0249 4.8106 0.35 -0.41 0.07
C 0.3311 2.1670 5.5046 -0.26 0.04 -0.07
H 0.5104 2.9770 6.1993 0.06 -0.04 0.04
C 1.2610 1.1365 5.3970 0.26 0.03 0.00
H 2.1706 1.1545 6.0004 -0.32 -0.01 -0.06
C 1.0649 0.0942 4.4923 -0.54 0.41 0.05
C 1.9631 -1.1168 4.4038 0.46 -0.28 0.71
C 1.8383 -3.1613 -0.0791 -0.10 -0.58 -1.20
C 1.8966 -2.8199 -1.4374 0.07 -0.58 0.35
C 0.9598 -1.8051 -2.0124 -0.05 0.57 -0.38
C 2.7849 -3.5306 -2.2384 0.14 -0.21 -0.10
H 2.8259 -3.3030 -3.3088 0.09 -0.10 0.40
C 3.5700 -4.5531 -1.7012 0.11 -0.09 0.30
H 4.2490 -5.1280 -2.3282 -0.17 0.21 0.03
C 3.4863 -4.8737 -0.3427 -0.39 0.25 -0.03
H 4.0326 -5.6939 0.1171 0.16 0.12 -0.36
C 2.6097 -4.1772 0.4860 -0.39 0.29 -0.69
C 2.3910 -4.5511 1.9077 0.36 -0.35 0.66
Ru 1.5519 -0.9120 1.7284 2.58 2.38 -0.91
H -2.1606 2.0964 2.1934 0.01 -0.29 0.20
H -3.2010 1.4314 3.4468 0.44 -0.15 -0.10
H -2.3993 0.3440 2.2796 0.08 0.37 0.17
H 1.4239 -2.0727 4.5121 0.01 0.42 -0.02
H 2.6893 -1.0765 5.2359 -0.08 -0.04 -0.58
H 2.5856 -1.2211 3.4582 0.04 0.23 0.94
H 1.4420 -1.2347 -2.8220 -0.15 -0.26 0.21
H 0.6426 -1.0718 -1.2596 -0.03 -0.14 -0.19
H 0.0512 -2.2712 -2.4369 0.33 0.19 0.18
H 2.3101 -3.6848 2.5798 -0.03 -0.15 -0.18
H 3.2466 -5.1344 2.2529 -0.13 -0.05 0.10
H 1.4899 -5.1696 2.0445 0.18 0.21 -0.02
H -2.1522 -3.3778 1.8516 0.25 0.09 0.01
C -2.3314 0.6674 -1.0072 0.04 0.49 -0.16
Si -3.8834 -0.0403 -1.8023 0.60 1.44 -0.23
H -2.5124 1.4620 -0.2593 -0.01 -0.60 -0.17
H -1.5870 1.0700 -1.7253 -0.43 -0.43 0.30
C -4.8792 1.5268 -1.9737 -0.67 -0.04 -0.13
C -4.7188 -1.3077 -0.7077 -0.06 -0.28 0.13
C -3.3109 -0.6344 -3.4824 -0.07 -0.49 -0.26
H -2.4801 -0.0222 -3.8579 -0.28 0.08 0.16
H -4.1279 -0.5773 -4.2089 0.11 -0.08 -0.01
H -2.9379 -1.6662 -3.4869 -0.16 0.07 0.05
H -4.8739 2.0767 -1.0241 -0.05 -0.13 -0.14
H -5.9204 1.3542 -2.2594 0.01 0.16 -0.04
H -4.4190 2.1767 -2.7284 -0.05 -0.13 0.09
H -4.7535 -0.9952 0.3458 -0.08 0.15 -0.27
H -4.2403 -2.2969 -0.7029 -0.05 0.20 -0.21
H -5.7518 -1.4351 -1.0594 0.17 -0.07 0.17
Cl 3.5868 -1.0215 0.6422 0.08 0.43 0.61